Here is a molecular structure, C17H25N4O9P2W from OMol25. Energies are from the ωB97M-V functional and the def2-TZVPD basis.

```
58
Properties=species:S:1:pos:R:3
O 1.600 3.820 2.263
H -2.747 2.399 0.628
C -2.757 0.939 -2.309
O 1.074 -2.132 -0.900
H -4.180 1.500 1.253
H -1.132 -3.464 -5.626
P 2.685 -1.602 -1.181
O -0.431 3.432 1.528
C 1.071 1.997 4.422
N -1.003 -1.495 3.001
H -3.341 0.265 -3.002
C -0.171 0.895 2.656
C 0.442 2.046 3.201
C 4.126 -1.338 -2.345
H -4.589 -1.391 0.167
O -1.677 -1.529 1.861
C 0.910 0.837 5.197
H 4.684 -0.402 -2.191
H 1.595 0.228 -0.073
O 2.114 1.879 6.873
O -0.983 -2.492 3.730
H 3.754 -1.353 -3.375
C -0.353 -0.298 3.465
N 0.545 3.159 2.247
H 2.369 0.832 -3.605
O -1.314 -3.908 -4.868
C 0.407 1.243 -4.333
H 3.104 -2.707 0.856
C -4.643 -0.802 -0.762
H 4.628 -1.891 0.339
C -3.680 1.883 0.353
H -1.712 1.568 -4.651
H 0.135 -1.189 5.392
O -0.362 1.001 1.370
H 3.287 -0.951 1.096
H -4.439 -1.438 -1.635
W -1.357 -0.315 0.119
C -1.324 0.836 -2.701
H 0.607 -2.819 -0.331
C 0.912 0.481 -2.095
H -4.338 2.517 -0.251
H 4.824 -2.179 -2.238
O 1.364 -0.155 7.236
N 1.496 0.853 6.511
H 0.716 1.555 -5.331
C 1.992 0.154 -1.099
C 0.214 -0.309 4.751
P -3.416 0.478 -0.691
C 3.537 -1.793 0.435
H -5.583 -0.248 -0.850
H 2.417 -3.012 -1.690
C 1.317 0.832 -3.375
H -2.338 -3.776 -4.772
H 1.641 2.858 4.761
H 2.812 0.885 -1.219
H -3.159 1.919 -2.466
N -0.424 0.455 -1.773
C -0.930 1.240 -3.971
```

Spin multiplicity: 3
Net charge: +3
LUMO energy (spin up / spin down), eV: -12.97 / -12.71
Kohn-Sham gap (spin up / spin down), Eh: 0.17459 / 0.16777

***

Here is a single C4H7NO2 molecule from OMol25. Energies are from the ωB97M-V functional and the def2-TZVPD basis.

```
14
Properties=species:S:1:pos:R:3
H -0.015 0.755 1.968
H 0.353 -0.751 -1.419
C -0.593 -0.600 -0.826
H -0.193 -2.032 0.617
H -1.420 -1.166 -1.113
H 1.349 -0.523 2.232
C -0.342 0.791 -1.414
O -0.892 1.218 -2.369
N 0.632 1.339 -0.634
C 0.588 -0.037 1.347
H 0.873 2.250 -0.908
C -0.389 -0.920 0.664
H -1.332 -0.848 1.402
O 1.380 0.525 0.452
```

Net charge: 0
LUMO energy, eV: 0.82
Structure (SMILES): O=C1CCCON1
Energy relative to the best compared isomer or geometry (same formula, charge and spin), eV: 4.849
Kohn-Sham gap, Eh: 0.38480

***

Here is a molecular structure, C32H30Cl5CoN8O4 from OMol25. Energies are from the ωB97M-V functional and the def2-TZVPD basis.

```
80
Properties=species:S:1:pos:R:3
H -5.584 2.274 -2.928
C 0.023 4.100 6.009
C 2.734 -3.693 4.109
C -1.077 3.967 4.957
N -1.588 0.705 -0.243
Cl -0.618 2.919 -1.953
C -4.179 1.818 -0.560
C 0.222 1.740 -4.203
C -6.423 2.235 0.411
Co 0.307 0.594 -0.137
H -6.163 4.572 -1.098
C -2.366 3.525 5.661
H -2.614 4.222 6.461
H 0.956 4.425 5.557
H -3.206 3.489 4.973
H -2.236 2.535 6.092
H -4.535 4.236 -1.693
C -1.255 1.910 1.760
Cl -0.363 3.135 -5.018
H -3.213 -5.584 -0.989
C -5.237 4.039 -0.886
H 0.185 3.153 6.519
C 0.115 -1.961 1.854
C -0.711 2.988 3.859
H 0.059 -3.424 3.432
C -5.501 2.529 -0.778
H -0.269 4.843 6.750
H 3.904 -1.940 2.259
H -7.381 2.735 0.283
C -1.607 2.716 2.859
Cl 2.138 -1.618 -5.107
H -3.747 2.837 1.255
C 0.558 2.373 3.757
H -2.114 5.304 3.589
O 2.038 -4.646 4.436
H -2.602 3.126 2.888
C -2.119 1.575 0.698
C -3.403 2.125 0.523
C -1.286 5.335 4.292
O 2.166 0.754 -0.087
H 1.303 2.492 4.521
N -3.225 -4.705 -0.483
C 2.828 -1.978 2.175
C 0.509 0.500 -2.097
C -1.163 -2.841 -2.384
C 2.928 -0.128 0.423
H -4.206 0.526 -2.314
H -5.980 2.568 1.345
H -0.694 -2.537 -3.295
H -6.596 1.163 0.481
Cl 1.889 -1.808 -2.039
H -1.495 6.100 5.038
H -3.052 -4.811 0.510
C -6.205 2.075 -2.058
H -4.816 4.438 0.032
N 0.852 -1.163 1.097
C 0.852 0.730 -4.919
O 4.141 -0.175 0.337
C -2.382 0.378 -1.264
O 3.827 -3.280 4.469
C 0.863 1.618 2.648
N -2.316 -3.846 -1.028
C -3.648 0.864 -1.459
H 1.850 1.181 2.560
C 0.678 -2.790 2.814
C 0.076 1.607 -2.830
H -7.138 2.625 -2.170
N -0.986 -2.255 -1.203
N -1.724 -2.899 -0.355
C 1.332 -0.378 -4.232
H -0.389 5.619 3.746
N 0.021 1.402 1.644
C 2.172 -1.168 1.257
C 2.055 -2.792 2.980
H -1.960 -0.301 -1.990
H -6.438 1.013 -2.017
C 1.179 -0.466 -2.849
Cl 1.084 0.872 -6.616
N -2.006 -3.867 -2.302
H -0.950 -1.937 1.682
```

Spin multiplicity: 2
Net charge: -1
LUMO energy (spin up / spin down), eV: 0.96 / 0.97
Energy relative to the best compared isomer or geometry (same formula, charge and spin), eV: 0.807
Kohn-Sham gap (spin up / spin down), Eh: 0.21152 / 0.21201

***

Here is a single C3H8O2 molecule from OMol25. Energies are from the ωB97M-V functional and the def2-TZVPD basis.

```
13
Properties=species:S:1:pos:R:3
H 0.546 0.330 -1.413
C -0.685 0.390 -0.013
O 1.000 -1.031 0.096
H -1.720 0.542 0.229
C 0.204 1.478 0.653
O -0.485 0.264 -1.377
H 0.085 2.586 0.223
H 1.296 1.393 0.550
C -0.277 -1.009 0.601
H -0.444 -1.385 1.632
H -0.017 1.462 1.750
H 1.351 -2.052 -0.222
H -0.670 -1.895 0.051
```

Net charge: 0
LUMO energy, eV: 0.59
Structure (SMILES): C[C@@H](O)CO
Energy relative to the best compared isomer or geometry (same formula, charge and spin), eV: 2.576
Kohn-Sham gap, Eh: 0.38732

***

Here is a molecular structure, C27H20Cl5CrIN5O2S from OMol25. Energies are from the ωB97M-V functional and the def2-TZVPD basis.

```
62
Properties=species:S:1:pos:R:3
H -5.431 6.232 0.469
H -4.056 5.658 1.341
H -0.012 0.413 4.150
C 2.268 -4.257 -2.701
Cl -1.860 -1.177 3.095
H -0.020 1.892 -1.901
C 0.108 -4.225 4.829
C 1.263 2.907 -3.309
N -0.329 -0.465 -1.018
N 0.751 0.609 2.272
C -4.170 2.000 -0.324
C 2.380 2.045 2.872
H 3.414 -0.307 -3.238
C 0.875 1.840 -2.507
C 1.652 0.692 -2.500
C 1.684 -4.318 -3.956
H 0.304 -1.226 -4.101
Cl 2.031 -4.391 1.302
C -3.298 0.956 -0.098
H -0.932 -0.566 -1.830
C 0.969 -3.235 -4.460
C 2.814 0.595 -3.257
N -4.759 5.504 0.643
C -3.939 3.215 0.302
H 0.521 -3.289 -5.443
C 2.136 -3.109 -1.929
H -5.025 1.889 -0.975
H -2.583 4.245 1.650
N -2.228 1.064 0.702
Cl -1.845 -2.647 5.854
C 1.425 -2.038 -2.446
H 2.822 -5.103 -2.316
C -2.004 2.236 1.307
H 0.662 3.806 -3.333
C 0.972 -4.601 3.792
H -1.128 2.296 1.938
H 4.089 1.601 -4.645
C 1.645 1.728 3.990
C -4.936 4.328 0.004
C -0.744 -2.513 3.400
H 2.073 1.281 0.792
C 0.971 -3.930 2.578
H 2.566 -3.051 -0.938
N 0.679 0.881 3.585
C -2.835 3.330 1.132
Cl 2.051 -5.911 4.031
C 0.837 -2.083 -3.706
H 1.783 -5.216 -4.551
C 3.190 1.668 -4.047
Cl 0.119 -5.057 6.331
Cr -0.940 -0.564 0.925
I 4.006 3.287 2.754
H 1.745 2.032 5.018
C -0.762 -3.165 4.623
O -5.829 4.121 -0.786
C 2.414 2.820 -4.076
H 2.710 3.651 -4.702
C 0.103 -2.847 2.339
H -3.454 -0.007 -0.569
O 0.094 -2.205 1.205
C 1.782 1.317 1.830
S 1.212 -0.636 -1.394
```

Spin multiplicity: 5
Net charge: +1
LUMO energy (spin up / spin down), eV: -3.09 / -3.23
Energy relative to the best compared isomer or geometry (same formula, charge and spin), eV: 0.182
Kohn-Sham gap (spin up / spin down), Eh: 0.26720 / 0.26885

***

Here is a molecular structure, C29H48Ge2I2IrOSSi3 from OMol25. Energies are from the ωB97M-V functional and the def2-TZVPD basis.

```
87
Properties=species:S:1:pos:R:3
C 1.790 -1.546 -3.540
Si 0.058 -2.132 -3.377
H -0.579 -4.053 -4.570
C -2.310 3.667 2.708
H -3.955 2.769 3.753
H -3.564 0.529 2.816
H -3.113 -3.527 -2.109
H 3.087 -0.159 4.528
C -3.148 -2.497 1.812
C 3.706 4.535 0.799
H -4.152 -2.926 1.959
H -1.733 2.659 -5.462
C -3.137 2.610 3.064
H 1.865 -1.256 -4.599
H 0.515 2.142 4.988
H -2.722 -4.599 -0.730
Si 1.231 -4.014 1.419
H 3.552 -4.474 1.348
H 2.985 -4.220 -0.309
C 2.871 3.430 0.773
H -3.077 -1.581 2.395
H -1.215 -0.809 -4.856
Ir 1.668 -0.018 0.364
H -1.693 0.158 1.232
H 4.033 0.898 3.413
H -3.305 2.504 -3.567
H 4.592 4.540 1.421
H 0.706 0.365 5.182
H -2.302 -1.536 -3.672
Ge 0.341 2.047 -0.101
Si -3.103 -2.239 0.001
C 0.104 -5.217 0.605
H -2.437 -3.231 2.188
C 0.986 -3.627 3.192
Ge 0.080 -1.543 -0.114
C 2.266 5.644 -0.771
C -1.264 3.472 1.815
O 1.404 -0.107 2.374
H 0.699 2.452 -5.077
H 2.023 6.511 -1.370
C -1.763 2.162 -2.111
H 1.521 -4.411 3.748
C -2.914 1.346 2.528
H -0.630 4.311 1.551
H 3.332 -2.837 0.757
H -4.323 -0.180 -0.012
C -0.393 2.028 -1.880
H -4.124 -0.842 -1.669
H -2.461 2.160 -1.279
H -2.486 4.650 3.126
C -0.214 -3.939 -3.538
C 3.398 5.649 0.028
H 3.299 1.586 4.877
C -3.624 -0.639 -0.719
H 2.521 -2.332 -3.353
H -0.029 -5.052 -0.465
H -0.865 -5.281 1.097
H 1.424 -2.669 3.472
C 0.011 2.343 -4.249
H 2.049 -0.659 -2.961
C -1.342 -1.033 -3.787
C -2.244 2.372 -3.398
C 1.728 3.405 -0.026
I 4.363 0.001 -0.255
C -1.868 1.158 1.636
H 0.591 -6.198 0.704
C 1.444 4.525 -0.816
S 1.704 1.244 3.197
C -3.280 -3.722 -1.052
H -0.983 -4.366 -2.898
C 0.488 2.121 -2.967
H -1.353 -0.077 -3.266
C 3.186 0.834 4.093
C -1.033 2.210 1.259
H 3.136 2.581 1.388
H 1.562 2.083 -2.805
H 4.043 6.517 0.046
H -4.350 -3.966 -0.943
I 6.789 -0.016 -1.399
C -1.358 2.464 -4.465
H 0.702 -4.521 -3.440
H -2.842 0.101 -0.906
H -0.482 1.055 4.001
C 0.483 1.173 4.488
H 0.578 4.540 -1.467
C 2.916 -3.843 0.711
H -0.058 -3.661 3.499
```

Spin multiplicity: 2
Net charge: +4
LUMO energy (spin up / spin down), eV: -13.25 / -13.05
Energy relative to the best compared isomer or geometry (same formula, charge and spin), eV: 1.914
Kohn-Sham gap (spin up / spin down), Eh: 0.17299 / 0.18136

***

Sequential maximum force output: 6.28; 6.47; 3.57; 7.33; 0.73; 0.70 eV/A
Sequential energy output: -62783.307; -9842.431; -154023.167; -7333.475; -149834.577; -199399.197 eV